# 1
Computed, not measured: a 7-piece molecular cluster, C39H92N6O7 overall, with wB97M-V/def2-TZVPD.

total energy	-2396.158761	Ha
HOMO energy	-8.2	eV
lowest unoccupied orbital energy	0.53	eV
SMILES	CC1(C)CCCC(C)(C)N1O.CC1(C)CCCC(C)(C)N1O.CC1(C)CCCC(C)(C)N1O.COC[C@H](C)N.COC[C@H](C)N.COC[C@H](C)N.O

Geometry as ORCA input:
```
! wB97M-V def2-TZVPD RIJCOSX def2/J DEFGRID3
* xyz 0 1
C -18.19404 -4.76276 -10.55943
C -18.22544 -6.24701 -10.92966
C -17.78040 -6.35698 -12.39261
C -17.22993 -6.99892 -10.04563
C -17.75108 -6.98704 -8.60123
C -19.08045 -7.75490 -8.60004
C -20.14158 -7.12228 -9.50837
C -21.30740 -8.08207 -9.65840
C -20.63370 -5.80178 -8.83329
N -19.55813 -6.97688 -10.88560
O -20.53592 -6.34902 -11.71839
H -19.00394 -4.17608 -11.00692
H -18.20406 -4.59511 -9.48290
H -17.17343 -4.42429 -10.76925
H -16.73354 -6.01801 -12.58979
H -17.80562 -7.40710 -12.71064
H -18.34783 -5.72129 -13.03997
H -16.99140 -8.01538 -10.40576
H -16.24336 -6.45406 -10.02256
H -17.03016 -7.50503 -8.00760
H -17.91006 -5.96895 -8.19811
H -19.44307 -7.85047 -7.55968
H -18.92706 -8.79556 -8.93219
H -22.20141 -7.62232 -10.11136
H -21.52344 -8.50308 -8.66751
H -20.99628 -8.89703 -10.30509
H -21.36991 -6.21636 -8.09668
H -21.18542 -5.08363 -9.54256
H -19.84201 -5.27605 -8.24946
H -20.51175 -5.42437 -11.53034
C -20.49825 -5.94141 -16.22320
C -19.22319 -6.07735 -17.02185
C -19.65371 -6.74301 -18.42767
C -18.55811 -4.76032 -17.21767
C -17.22038 -4.89456 -17.97996
C -16.27896 -5.80249 -17.14965
C -16.94490 -7.14744 -16.77112
C -16.86322 -8.08998 -17.98905
C -16.17998 -7.83405 -15.65603
N -18.28935 -6.92856 -16.24335
O -18.90603 -8.18004 -16.02505
H -20.34029 -5.61750 -15.18347
H -21.22064 -5.23661 -16.63152
H -20.95401 -6.92741 -16.23006
H -19.97439 -7.74434 -18.21877
H -20.49415 -6.21039 -18.88915
H -18.95860 -6.77272 -19.23905
H -19.21708 -4.08959 -17.75909
H -18.34378 -4.31119 -16.25271
H -17.40663 -5.22482 -19.04173
H -16.74340 -3.92760 -18.11134
H -16.09773 -5.31576 -16.13452
H -15.32699 -5.97443 -17.62333
H -17.33836 -7.53411 -18.82701
H -17.50737 -8.94389 -17.85561
H -15.87180 -8.40990 -18.26451
H -16.31045 -7.27345 -14.75236
H -15.12870 -7.86472 -15.93007
H -16.48755 -8.85327 -15.42953
H -19.04180 -8.20466 -15.06261
C -18.41262 -13.54572 -10.62553
C -17.93346 -12.35972 -11.41204
C -19.06021 -11.33109 -11.56353
C -16.71189 -11.78240 -10.68669
C -16.11805 -10.65993 -11.54984
C -15.66316 -11.29216 -12.82403
C -16.83248 -11.93290 -13.54066
C -17.71533 -10.78470 -14.14613
C -16.21445 -12.72490 -14.68341
N -17.42345 -12.88375 -12.63523
O -18.66237 -13.29904 -13.31678
H -18.92309 -13.29127 -9.61790
H -19.14271 -14.18564 -11.09880
H -17.58223 -14.17861 -10.36164
H -18.88477 -10.36582 -12.03573
H -19.90467 -11.72642 -12.07911
H -19.45940 -11.10113 -10.55168
H -17.06072 -11.47326 -9.68688
H -16.01648 -12.60597 -10.53705
H -16.92264 -9.89221 -11.72341
H -15.35485 -10.11519 -10.95794
H -14.95707 -12.10078 -12.63098
H -15.20427 -10.54619 -13.47108
H -17.39362 -10.58169 -15.17685
H -17.80339 -9.88945 -13.56853
H -18.72891 -11.11881 -14.35463
H -15.42361 -12.23418 -15.18292
H -17.01563 -13.01768 -15.36615
H -15.80362 -13.65737 -14.24231
H -18.54771 -14.27526 -13.34687
C -21.80431 -14.20765 -16.66971
O -22.21049 -14.76953 -15.44189
C -21.96245 -13.87210 -14.34504
C -23.00609 -12.76230 -14.01374
C -22.44117 -11.65808 -13.11587
N -24.23987 -13.24226 -13.47131
H -22.17106 -13.16975 -16.76766
H -22.13632 -14.94518 -17.40395
H -20.67409 -14.14433 -16.70530
H -21.81311 -14.54160 -13.48615
H -20.94426 -13.46138 -14.45604
H -23.21703 -12.26029 -14.99700
H -21.43828 -11.35970 -13.44273
H -22.30119 -11.95045 -12.05360
H -23.05480 -10.76090 -13.06783
H -24.62877 -13.93395 -14.04909
H -24.14933 -13.63763 -12.56719
C -21.30741 -10.18869 -16.93497
O -22.19540 -9.16010 -16.66569
C -22.63697 -9.06390 -15.28181
C -23.64934 -7.89712 -15.20283
C -24.06368 -7.77111 -13.76341
N -24.78510 -8.10315 -16.08330
H -21.13154 -10.29730 -17.98578
H -21.67486 -11.18167 -16.63991
H -20.41467 -9.99560 -16.34901
H -23.23585 -9.95315 -15.05721
H -21.77204 -8.97893 -14.61415
H -23.17016 -6.98719 -15.50315
H -23.27330 -7.23536 -13.22007
H -24.12950 -8.72846 -13.23516
H -24.96073 -7.16902 -13.72055
H -24.54880 -8.09611 -17.06946
H -25.11544 -9.06409 -15.88963
C -21.38753 -3.50934 -13.15042
O -21.07698 -3.49582 -11.79106
C -20.67705 -2.20452 -11.39152
C -20.51153 -2.19199 -9.81682
C -21.86096 -2.46608 -9.35599
N -19.92485 -0.95596 -9.25870
H -20.51727 -3.35892 -13.76228
H -22.13821 -2.77028 -13.43829
H -21.79282 -4.47437 -13.35824
H -19.74730 -1.97871 -11.95106
H -21.44099 -1.47952 -11.77427
H -19.78534 -2.96658 -9.64152
H -22.57234 -1.65854 -9.67699
H -21.84082 -2.52335 -8.24525
H -22.30970 -3.37922 -9.77858
H -20.51560 -0.19028 -9.59063
H -19.03452 -0.86445 -9.72718
O -20.01871 -8.43576 -13.52531
H -20.33660 -7.56879 -13.13933
H -19.53617 -8.80707 -12.78384
*
```

***

# 2
Computed, not measured: a 12-piece molecular cluster, C39H96F9N9O30S3 overall, with wB97M-V/def2-TZVPD.

total energy	-6386.161736	Ha
HOMO energy	-7.2	eV
lowest unoccupied orbital energy	-1.10	eV

Geometry as ORCA input:
```
! wB97M-V def2-TZVPD RIJCOSX def2/J DEFGRID3
* xyz 0 1
C 3.37498 0.61800 6.66261
O 1.94886 0.60933 6.38394
C 1.50440 1.61498 5.51796
C 0.04018 1.29240 5.39402
N -0.08953 -0.22953 5.11271
H 0.64314 -0.76587 5.55500
H -0.99713 -0.47600 5.48099
C -0.10322 -0.59229 3.55832
C 0.44412 -2.04433 3.49186
O 1.63993 -2.15889 4.27214
C 2.83575 -1.77062 3.57044
H 3.55364 0.25799 7.67581
H 3.75873 1.63712 6.61536
H 3.93735 0.02853 5.93849
H 2.01416 1.55429 4.55642
H 1.65587 2.56910 6.02277
H -0.55979 1.96584 4.78197
H -0.49712 1.35929 6.34003
H 0.64954 0.06979 3.13041
H -1.10965 -0.50996 3.14793
H 0.66713 -2.31343 2.45942
H -0.34114 -2.65669 3.93514
H 3.28208 -2.68504 3.17963
H 3.61072 -1.29132 4.16860
H 2.52788 -1.07488 2.78989
C -3.63433 6.06863 5.32012
O -3.33040 5.39167 4.06111
C -2.47543 6.28227 3.25341
C -2.34828 5.62612 1.89618
N -1.68592 4.21078 2.05594
H -0.91871 4.36131 2.69534
H -2.22288 3.55684 2.60742
C -1.08506 3.57187 0.78320
C 0.41819 3.68452 0.81293
O 0.78444 5.07085 0.80739
C 2.05874 5.37402 1.36506
H -4.16689 5.51684 6.09472
H -4.05330 7.04685 5.08422
H -2.73029 6.29098 5.88701
H -1.49394 6.38452 3.71637
H -2.84486 7.27421 2.99325
H -1.70761 6.21103 1.23623
H -3.32312 5.40879 1.45966
H -1.68149 4.01513 -0.01424
H -1.28861 2.50161 0.81792
H 0.76811 3.14650 -0.06808
H 0.85225 3.12972 1.64473
H 2.18351 5.00686 2.38375
H 2.28321 6.43500 1.47482
H 2.83143 4.88567 0.77128
C 4.34775 0.22205 -5.22300
O 5.03749 -0.24807 -4.04406
C 4.22135 -1.27936 -3.43931
C 5.10116 -1.60024 -2.22608
N 4.85985 -0.59502 -1.05474
H 4.96766 0.32929 -1.44733
H 3.89343 -0.62160 -0.76246
C 5.71472 -0.75610 0.22160
C 5.53814 0.36859 1.22565
O 4.20695 0.44073 1.71528
C 3.51185 1.65107 1.32127
H 4.22389 -0.62884 -5.89289
H 5.09645 0.83679 -5.72265
H 3.47544 0.87098 -5.14514
H 4.14918 -2.19586 -4.02491
H 3.25963 -0.92636 -3.06703
H 6.16707 -1.44842 -2.39610
H 4.92314 -2.55095 -1.72353
H 6.74965 -0.81146 -0.11596
H 5.51432 -1.74057 0.64441
H 5.89185 1.34841 0.90481
H 6.27431 0.22052 2.01573
H 4.11874 2.54528 1.46329
H 2.52251 1.77194 1.76252
H 3.54134 1.54070 0.23727
C 3.06337 -3.88938 0.15234
O 2.73865 -3.64077 -1.20756
C 2.13267 -4.74725 -1.87250
C 1.24079 -4.38427 -2.96559
N 0.27729 -3.30901 -2.47777
H -0.54681 -3.69571 -2.04026
H 0.87864 -2.80199 -1.84419
C -0.09242 -2.38048 -3.65968
C -1.34850 -1.49875 -3.24600
O -2.48285 -2.23802 -2.87164
C -3.11128 -3.07582 -3.84917
H 3.98880 -4.45706 0.24939
H 2.25318 -4.24407 0.78944
H 3.27025 -2.90885 0.58113
H 1.49307 -5.33499 -1.21404
H 2.95992 -5.41624 -2.10958
H 0.71700 -5.27659 -3.30839
H 1.84459 -3.92584 -3.74877
H -0.24133 -3.04387 -4.51164
H 0.77368 -1.74180 -3.83303
H -1.70571 -0.83950 -4.03714
H -1.00116 -0.83120 -2.45743
H -4.10469 -3.34477 -3.49016
H -2.58006 -4.00788 -4.04196
H -3.20015 -2.45921 -4.74359
C -3.38581 -4.20109 1.90811
O -3.67499 -2.88601 1.42684
C -2.70517 -2.29609 0.49164
C -3.05129 -0.82669 0.06144
N -4.58621 -0.64474 0.10054
H -4.96169 -0.91510 0.99833
H -4.69261 0.35532 0.00741
C -5.30990 -1.31945 -1.07949
C -6.83050 -1.01806 -1.12620
O -7.39670 -0.97478 0.17625
C -8.75222 -0.73391 0.14447
H -3.26858 -4.96000 1.13454
H -4.21123 -4.53229 2.53826
H -2.43945 -4.33823 2.43126
H -2.71011 -3.06560 -0.28032
H -1.72154 -2.30351 0.96124
H -2.87474 -0.55256 -0.97865
H -2.52922 -0.13686 0.72452
H -5.25190 -2.39180 -0.89295
H -4.75371 -1.03217 -1.97180
H -7.34023 -1.81087 -1.67366
H -7.04607 -0.08245 -1.64221
H -9.04006 0.29717 -0.06077
H -9.29125 -0.94346 1.06840
H -9.26246 -1.37230 -0.57679
C 3.21260 5.61826 -3.38623
O 2.14762 4.59658 -3.33018
C 2.49656 3.23570 -3.01777
C 1.43992 2.21600 -3.49953
N 1.03483 2.46094 -5.02190
H 0.85175 3.42021 -5.27953
H 1.86404 2.25027 -5.55869
C -0.14513 1.50272 -5.53865
C -0.83036 2.14802 -6.75780
O -1.32422 3.42212 -6.49024
C -1.96452 4.03633 -7.54588
H 2.84881 6.62264 -3.60296
H 3.84124 5.30682 -4.22045
H 3.75614 5.56074 -2.44317
H 2.72976 3.28916 -1.95435
H 3.43531 3.04094 -3.53634
H 0.65779 2.32812 -2.74866
H 1.73249 1.16652 -3.46643
H -0.92342 1.52022 -4.77571
H 0.22523 0.50178 -5.76011
H -1.69127 1.59808 -7.13793
H -0.09595 2.05798 -7.55819
H -2.73000 3.54799 -8.14894
H -1.21532 4.40227 -8.24793
H -2.45771 4.95863 -7.23891
N 6.71531 2.72389 -1.20627
O 7.38618 1.64499 -1.24308
O 5.52798 2.63988 -1.52503
O 7.18734 3.78607 -0.83467
N -2.70536 2.31693 -2.13653
O -3.85420 2.00908 -1.72242
O -2.54657 3.25259 -2.82507
O -1.78950 1.55067 -1.81697
N 1.09132 -0.26442 -0.21689
O 1.00619 -1.46333 -0.15224
O 0.56198 0.41406 0.64844
O 1.81737 0.17475 -1.16736
C 0.77432 -6.11140 3.26458
F 1.31355 -4.89187 2.88712
F -0.36659 -6.34134 2.55771
F 1.58215 -7.09227 3.01791
S 0.41896 -6.03718 5.14890
O 1.73674 -6.05752 5.80363
O -0.31222 -4.79222 5.42481
O -0.35461 -7.22118 5.46837
C -1.32690 -7.53150 -1.27986
F -0.12799 -7.69250 -1.75344
F -2.06625 -8.61265 -1.47681
F -1.27699 -7.17306 0.02046
S -2.16899 -6.11593 -2.26788
O -1.76300 -4.92544 -1.59857
O -1.57012 -6.27980 -3.60482
O -3.67214 -6.25555 -2.22027
C -4.65075 2.10508 4.86025
F -3.87966 2.97492 5.46463
F -5.48926 1.52383 5.69211
F -5.44593 2.66787 3.90114
S -3.59035 0.76776 3.87339
O -2.68260 1.48148 2.93840
O -2.80963 0.02871 4.92952
O -4.58193 -0.03698 3.17187
*
```

***

# 3
Computed, not measured: a 11-piece molecular cluster, C39H96N6O11P2 overall, with wB97M-V/def2-TZVPD.

total energy	-3382.314257	Ha
HOMO energy	-8.3	eV
lowest unoccupied orbital energy	0.32	eV
SMILES	CN(C)P(=O)(N(C)C)N(C)C.CN(C)P(=O)(N(C)C)N(C)C.C1CCOC1.C1CCOC1.C1CCOC1.C1CCOC1.C1CCOC1.C1CCOC1.CO.CO.CO

Geometry as ORCA input:
```
! wB97M-V def2-TZVPD RIJCOSX def2/J DEFGRID3
* xyz 0 1
C 2.03692 5.37412 -1.60380
N 3.18724 4.95548 -0.76491
C 4.18177 4.10854 -1.42691
P 3.36722 5.36798 0.78100
O 4.71638 5.03006 1.26797
N 3.09528 6.97303 0.65337
C 2.84129 7.74060 1.89162
C 3.59294 7.79879 -0.37624
N 2.34990 4.71497 1.86057
C 2.81246 4.00820 3.04151
C 0.89270 4.95488 1.75629
H 1.44543 6.14761 -1.07740
H 1.39781 4.51477 -1.80554
H 2.33538 5.78960 -2.54581
H 4.40738 3.21930 -0.82195
H 5.12110 4.57050 -1.68834
H 3.69381 3.69250 -2.33154
H 2.22483 8.55978 1.55199
H 2.36026 7.11208 2.67538
H 3.80116 8.10002 2.20715
H 2.79974 8.16198 -1.10456
H 4.04028 8.70680 0.03120
H 4.36461 7.26705 -0.90910
H 2.26711 3.07507 3.16346
H 3.85612 3.82309 2.97898
H 2.53952 4.65684 3.91349
H 0.44512 4.17869 1.14488
H 0.64290 5.85625 1.28166
H 0.43946 4.83914 2.75257
C -3.25910 -6.24300 4.98356
N -3.43323 -4.86630 4.58485
C -4.05435 -4.09090 5.65814
P -2.59938 -4.38237 3.19068
O -1.71106 -5.47807 2.74193
N -3.64567 -3.96128 1.99023
C -4.54304 -2.85161 2.20523
C -3.89160 -4.64844 0.73963
N -1.85282 -2.95533 3.64162
C -1.34291 -1.98549 2.70545
C -1.25401 -2.71235 5.03565
H -3.81279 -6.90260 4.32693
H -3.65160 -6.33309 5.99649
H -2.24475 -6.59995 4.92413
H -3.42093 -4.01767 6.58164
H -5.01638 -4.55690 5.93517
H -4.38517 -3.11052 5.32428
H -5.58081 -3.24617 2.00329
H -4.44093 -2.39574 3.14947
H -4.45706 -2.08259 1.42506
H -3.80659 -4.02732 -0.14899
H -3.20680 -5.43966 0.77983
H -4.89007 -5.11124 0.82616
H -0.23300 -2.03080 2.75993
H -1.51117 -2.19530 1.65966
H -1.72077 -1.00381 2.99045
H -0.16119 -2.61434 4.87592
H -1.35512 -3.58137 5.71030
H -1.65776 -1.79871 5.51111
C -2.10363 1.58653 4.53648
C -1.90528 2.71043 5.58352
C -0.41276 3.14822 5.36311
O 0.03324 2.43216 4.17225
C -0.69513 1.22226 4.04282
H -2.50909 2.05800 3.62527
H -2.67669 0.71106 4.82659
H -2.05813 2.25140 6.59223
H -2.61428 3.50466 5.43455
H 0.25737 2.80736 6.13189
H -0.18092 4.17204 5.22906
H -0.20687 0.43846 4.62480
H -0.55524 0.93880 3.00577
C 5.02888 -2.17832 -0.48769
C 3.65764 -2.89642 -0.33087
C 2.67539 -1.74817 -0.11228
O 3.16680 -0.66726 -0.85033
C 4.59832 -0.71606 -0.77636
H 5.58609 -2.58057 -1.33259
H 5.65105 -2.22152 0.38953
H 3.66679 -3.77078 0.38863
H 3.38613 -3.38774 -1.28626
H 2.40734 -1.42674 0.85745
H 1.76604 -2.13940 -0.59162
H 4.87616 -0.12640 0.09962
H 5.03806 -0.32311 -1.68096
C 1.86280 -2.16295 -4.18992
C 2.18908 -3.29889 -5.15632
C 3.61988 -3.64699 -4.73187
O 4.20810 -2.42828 -4.29681
C 3.19051 -1.39733 -4.24350
H 1.78677 -2.64357 -3.18564
H 1.04315 -1.51180 -4.45264
H 2.26768 -2.95973 -6.18171
H 1.49941 -4.14942 -5.06381
H 4.29090 -4.04675 -5.45697
H 3.72467 -4.32143 -3.86588
H 3.22806 -0.74817 -5.07985
H 3.39681 -0.78570 -3.34196
C -1.51000 -5.14545 -1.76508
C -0.26576 -5.70970 -2.44048
C 0.91178 -4.91180 -1.83819
O 0.29562 -3.75762 -1.33090
C -0.91726 -4.08425 -0.75100
H -2.07956 -5.90246 -1.19931
H -2.26473 -4.82127 -2.51911
H -0.32028 -5.59852 -3.51669
H -0.12084 -6.77620 -2.31515
H 1.67330 -4.65533 -2.56783
H 1.35539 -5.41366 -0.98960
H -1.55790 -3.19192 -0.72125
H -0.82456 -4.50131 0.28378
C -4.35655 0.50114 -1.21125
C -3.52617 -0.43137 -2.15288
C -3.90125 -1.73258 -1.44671
O -5.25303 -1.62978 -0.91839
C -5.64725 -0.29406 -1.09205
H -4.45137 1.48125 -1.57956
H -3.89854 0.55491 -0.18872
H -2.47971 -0.16996 -2.12596
H -3.91447 -0.40131 -3.12467
H -3.23046 -1.88805 -0.55836
H -3.85950 -2.59467 -2.13093
H -6.34370 -0.06226 -0.24767
H -6.14952 -0.15007 -2.04676
C 0.44167 0.22690 -1.57831
C 1.30950 1.46774 -1.06473
C 1.42858 1.29438 0.45739
O 0.20245 0.52799 0.80955
C -0.17148 -0.28965 -0.24960
H 1.10958 -0.54152 -2.06874
H -0.26586 0.58823 -2.35750
H 0.78831 2.41116 -1.22990
H 2.25964 1.54147 -1.60543
H 1.33355 2.25176 0.94251
H 2.36365 0.81791 0.82539
H -1.24332 -0.38424 -0.34205
H 0.14930 -1.32548 -0.13578
C 1.62868 2.61422 -4.51628
O 1.43717 1.19069 -4.37785
H 1.45075 3.15173 -3.59794
H 2.67205 2.85189 -4.75108
H 1.00552 2.95881 -5.30979
H 2.02451 0.97549 -3.63678
C -1.88823 2.78268 -1.39742
O -0.97216 3.88776 -1.47805
H -2.84119 3.06082 -1.03183
H -2.04308 2.26687 -2.34436
H -1.28593 2.11255 -0.81336
H -1.42454 4.56864 -1.93911
C -1.96568 1.19565 -5.40649
O -3.19990 1.84438 -5.54918
H -1.61270 0.94080 -6.44471
H -1.21310 1.79885 -4.87769
H -2.09320 0.22856 -4.96543
H -3.04944 2.49668 -6.28316
*
```

***

Number 1: Kohn-Sham gap 8.75 eV. Number 2: Kohn-Sham gap 6.06 eV. Number 3: Kohn-Sham gap 8.67 eV.